DFT (ωB97M-V/def2-TZVPD) results for C3H7N3S2 in the gas phase in a non-equilibrium geometry.

The geometry in XYZ format:
```
15
Properties=species:S:1:pos:R:3:forces:R:3:mulliken_charge:R:1
C -1.056 -0.423 0.196 0.10 -0.05 -0.44 0.344
C 0.245 -0.536 0.950 1.03 -1.51 0.12 -0.678
C 3.504 -0.334 -0.521 0.65 0.16 -0.42 -0.354
H 0.225 2.324 -0.931 0.32 -0.05 -0.25 0.148
H -2.164 0.807 -0.954 0.26 -0.07 0.45 0.262
H 0.493 0.285 1.623 -0.21 0.13 -0.28 0.386
H 0.180 -1.471 1.561 0.03 0.71 -0.38 0.274
H 1.140 -1.250 -0.843 0.54 -0.16 -0.15 0.282
H 3.366 -0.395 -1.633 -0.22 -0.40 1.07 0.251
H 4.519 -0.326 -0.136 -0.01 0.55 -0.21 0.252
N -1.385 0.795 -0.294 -0.44 0.35 -0.36 -0.253
N 1.335 -0.652 -0.057 -0.95 1.80 1.45 0.097
N 2.595 -0.281 0.370 -1.03 -1.52 -1.05 -0.570
S -0.676 2.314 0.047 -0.33 -0.41 0.28 -0.140
S -1.932 -1.767 -0.208 0.24 0.47 0.18 -0.301
```
Forces are in eV/Å.

The orbital gap comes out at 0.3278 Ha. The calculation puts the energy above the lowest of the compared OMol25 structures with the same formula, charge and spin at 254.3 kJ/mol.

***

DFT (ωB97M-V/def2-TZVPD) results for a molecular structure, C27H30N9O3S2Se2Ti in a non-equilibrium geometry.

The geometry in XYZ format:
```
74
Properties=species:S:1:pos:R:3:forces:R:3:mulliken_charge:R:1
Ti 0.208 -0.622 -0.282 0.07 -0.38 -1.02 -0.260
N 0.509 3.750 -1.039 0.09 -0.32 -0.12 0.551
C 0.317 2.567 -0.448 -0.10 0.26 0.05 -0.167
N 0.141 1.455 -1.090 0.21 -0.32 0.02 0.433
C 0.182 1.435 -2.486 -0.05 0.10 -0.16 -0.256
N -0.104 0.340 -3.099 0.01 0.17 0.32 -1.312
N -0.362 -0.667 -2.187 0.25 0.11 0.12 1.946
C -1.175 -1.656 -2.653 -0.25 -0.26 0.24 -1.357
C -1.647 -2.505 -1.676 -0.15 -0.02 -0.40 1.105
C -2.573 -3.581 -1.897 0.09 0.04 -0.09 -1.250
C -3.041 -4.311 -0.860 0.00 0.01 0.01 -0.223
C -2.588 -4.017 0.462 0.04 0.10 -0.06 -1.124
C -1.684 -3.010 0.615 0.03 -0.01 0.24 -0.407
N -1.219 -2.235 -0.390 0.18 0.30 -0.13 0.679
C 0.506 2.684 -3.177 -0.02 -0.13 -0.13 0.663
C 0.660 2.759 -4.562 0.00 -0.02 0.03 -0.374
C 0.936 3.966 -5.172 0.00 0.02 0.04 -0.749
C 1.065 5.122 -4.401 0.01 0.03 -0.03 -0.370
C 0.924 5.070 -3.029 -0.01 -0.10 -0.04 -0.833
C 0.649 3.847 -2.419 -0.01 0.10 0.06 -0.071
H 0.564 4.546 -0.410 -0.05 0.05 0.02 0.090
H 0.304 2.581 0.641 0.01 -0.02 -0.01 -0.243
H -1.471 -1.674 -3.692 0.00 -0.02 0.00 0.274
H -2.882 -3.780 -2.916 -0.01 -0.03 0.01 0.427
H -3.741 -5.120 -1.029 -0.01 0.00 0.00 0.377
H -2.918 -4.587 1.317 0.01 -0.01 0.02 0.425
H -1.266 -2.787 1.591 -0.03 -0.04 0.01 0.432
H 0.559 1.846 -5.134 0.00 -0.01 0.00 0.486
H 1.056 4.013 -6.246 0.00 0.01 -0.01 0.403
H 1.282 6.068 -4.879 0.00 0.00 0.00 0.388
H 1.029 5.959 -2.420 0.01 0.01 0.01 0.449
O 4.755 -0.772 -2.640 -0.03 -0.02 0.08 -0.625
C 4.080 -1.887 -2.060 0.04 -0.03 -0.08 -1.045
C 4.308 -2.000 -0.547 -0.03 0.02 -0.05 2.636
C 5.768 -2.442 -0.359 0.02 -0.03 0.05 -1.378
O 6.223 -2.443 0.995 -0.04 -0.01 -0.01 -0.560
C 4.121 -0.651 0.151 0.11 -0.02 0.09 -2.008
Se 2.602 0.449 -0.390 -0.28 -0.01 -0.02 -0.433
C 3.380 -3.041 0.081 0.19 0.04 0.05 -1.438
Se 1.455 -2.940 -0.287 -0.19 0.21 0.20 -0.132
H 4.220 0.000 -2.399 0.00 0.01 -0.05 0.336
H 4.479 -2.780 -2.552 -0.01 0.00 0.01 0.516
H 3.011 -1.842 -2.272 0.01 0.01 0.05 0.047
H 6.415 -1.807 -0.974 -0.03 0.02 0.00 0.441
H 5.875 -3.474 -0.701 0.02 0.02 -0.01 0.441
H 6.076 -1.557 1.343 0.02 0.00 0.02 0.360
H 4.988 -0.011 -0.036 -0.02 -0.02 -0.01 0.479
H 4.056 -0.811 1.230 -0.01 0.02 -0.01 0.594
H 3.544 -3.020 1.161 -0.03 -0.05 -0.02 0.460
H 3.673 -4.040 -0.252 -0.04 0.02 -0.06 0.383
N -3.074 0.999 2.081 0.13 0.06 -0.28 0.032
C -3.712 1.303 0.892 -0.03 -0.01 0.07 -1.089
C -2.896 0.863 -0.105 0.13 -0.05 0.07 -0.634
N -1.766 0.317 0.451 0.00 0.11 0.08 1.012
C -1.898 0.422 1.744 0.10 -0.03 0.46 -0.378
C -0.816 -0.100 2.562 -0.36 0.08 0.10 -0.532
N 0.228 -0.589 1.938 -0.03 -0.26 0.34 1.304
C 1.085 -1.040 2.914 -0.02 0.09 -0.07 -0.204
C 0.532 -0.809 4.133 -0.04 -0.03 0.00 -0.968
N -0.713 -0.248 3.900 0.29 0.09 -0.26 0.111
H -3.341 1.324 2.993 -0.01 -0.02 0.01 0.212
H -4.670 1.789 0.871 0.00 0.01 0.00 0.422
H -3.032 0.895 -1.172 -0.02 0.00 -0.01 0.523
H 2.019 -1.500 2.644 0.00 -0.02 0.05 0.055
H 0.891 -0.987 5.129 0.02 -0.01 0.00 0.407
H -1.243 0.267 4.581 0.00 0.00 0.00 0.294
C -1.503 5.888 4.264 0.04 -0.02 0.01 -0.741
O -0.821 4.641 4.199 -0.14 -0.07 0.10 -0.285
C -0.290 4.221 3.031 0.25 0.11 -0.34 0.271
S -0.486 5.182 1.638 -0.09 0.00 0.36 -0.543
S 0.555 2.768 3.134 -0.22 0.14 0.08 -0.343
H -1.894 5.937 5.279 0.00 0.04 -0.01 0.225
H -2.309 5.939 3.532 -0.01 -0.01 0.01 0.323
H -0.815 6.713 4.079 -0.02 0.00 -0.01 0.318
```
Forces are in eV/Å.

Its total charge is -1. The orbital gap (alpha / beta) comes out at 0.1832 / 0.1832 Ha. The calculation puts the energy above the lowest of the compared OMol25 structures with the same formula, charge and spin at 0.0 kJ/mol.

***

DFT (ωB97M-V/def2-TZVPD) results for 2 unconnected molecules or ions with the total composition C2H6O2S in a non-equilibrium geometry.

The geometry in XYZ format:
```
11
Properties=species:S:1:pos:R:3:forces:R:3:mulliken_charge:R:1
C -0.774 -0.284 -1.445 -0.75 2.52 1.96 -0.482
C 1.077 -0.078 1.946 1.13 -0.39 1.57 -0.442
O 1.894 1.874 0.617 1.09 -0.50 0.36 -0.510
O -1.876 -1.110 -1.220 -1.38 0.82 0.10 -0.506
S 2.378 0.730 1.440 -2.12 0.60 -0.77 0.384
H -0.915 0.214 -2.362 0.46 0.58 -1.40 0.306
H -0.557 0.542 -0.669 -0.88 -0.98 -0.70 0.130
H 0.067 -0.844 -1.377 2.61 -1.85 -0.42 0.243
H 0.083 0.316 1.846 -0.23 0.11 -0.48 0.284
H 1.220 -0.849 2.719 0.10 0.14 -0.68 0.284
H -2.597 -0.511 -1.496 -0.03 -1.06 0.47 0.309
```
Forces are in eV/Å.

The orbital gap comes out at 0.3483 Ha. The calculation puts the energy above the lowest of the compared OMol25 structures with the same formula, charge and spin at 244.4 kJ/mol.

***

DFT (ωB97M-V/def2-TZVPD) results for 3 unconnected molecules or ions with the total composition C3H8N4O in a non-equilibrium geometry.

The geometry in XYZ format:
```
16
Properties=species:S:1:pos:R:3:forces:R:3:mulliken_charge:R:1
C 2.418 0.026 -0.569 4.10 -1.77 -1.38 -0.485
C 1.170 -0.717 -0.346 -1.33 1.74 1.54 0.004
C -1.948 0.239 0.027 -0.28 0.46 -0.53 0.548
H 4.270 1.410 0.662 -2.98 -4.36 -0.10 0.258
H 2.430 0.394 1.478 4.65 -0.77 -2.15 0.310
H 3.008 -0.628 -1.312 -0.72 1.20 0.78 0.254
H 2.096 0.919 -1.126 0.80 0.22 0.85 0.242
H 0.963 -1.809 -0.552 0.45 1.42 0.23 0.339
H -3.798 -0.080 0.761 -0.52 -0.13 0.51 0.258
H -2.613 -1.626 0.424 -2.92 4.58 -0.37 0.328
H -0.876 1.693 -0.376 2.13 0.67 -0.23 0.353
N 3.520 0.077 0.689 -4.70 5.21 1.02 -0.588
N 0.207 0.090 0.049 3.79 -4.12 -1.68 -0.466
N -3.092 -0.494 0.194 2.83 -4.56 0.13 -0.507
N -1.799 1.481 -0.190 -3.27 -1.57 0.69 -0.675
O -0.895 -0.705 0.021 -2.05 1.78 0.69 -0.170
```
Forces are in eV/Å.

The orbital gap comes out at 0.3484 Ha. The calculation puts the energy above the lowest of the compared OMol25 structures with the same formula, charge and spin at 864.8 kJ/mol.

***

DFT (ωB97M-V/def2-TZVPD) results for C2H2OS in the gas phase in a non-equilibrium geometry.

The geometry in XYZ format:
```
6
Properties=species:S:1:pos:R:3:forces:R:3:mulliken_charge:R:1
C 0.343 -0.563 -0.444 -0.44 1.39 -2.71 0.093
C -0.264 0.516 0.394 0.37 -0.54 0.56 -0.193
H 0.464 -1.559 -0.080 0.21 -0.85 0.65 0.385
H -0.209 1.446 -0.098 0.00 1.11 -0.78 0.330
O 0.574 -0.292 -1.628 -0.14 -0.58 2.17 -0.434
S -0.908 0.451 1.855 0.00 -0.53 0.10 -0.181
```
Forces are in eV/Å.

The orbital gap comes out at 0.2890 Ha. The calculation puts the energy above the lowest of the compared OMol25 structures with the same formula, charge and spin at 17.7 kJ/mol.

***

DFT (ωB97M-V/def2-TZVPD) results for a molecular structure, C7H10 in a non-equilibrium geometry.

The geometry in XYZ format:
```
17
Properties=species:S:1:pos:R:3:forces:R:3:mulliken_charge:R:1
C -0.792 -1.410 1.090 1.47 -0.98 -0.05 -0.953
C -0.358 -0.240 0.303 -0.04 0.05 -0.81 0.227
C 0.305 0.960 0.998 0.03 0.04 -0.05 -0.605
C 0.292 1.667 -0.347 0.05 0.32 -0.02 -0.392
C 0.698 0.652 -1.392 -0.02 -0.67 0.07 -0.462
C 0.613 -0.733 -0.724 1.86 -1.84 1.20 -0.402
C -0.744 0.757 -0.934 -0.64 0.21 0.30 -0.524
H -1.189 -1.198 2.100 0.48 -0.29 -0.45 0.328
H -1.448 -2.106 0.556 0.10 0.15 0.11 0.297
H 0.429 -1.947 0.979 -3.40 0.56 1.57 0.094
H 1.277 0.774 1.475 -0.14 0.02 -0.10 0.289
H -0.378 1.436 1.710 0.06 -0.12 -0.13 0.360
H 0.366 2.732 -0.531 0.16 -0.13 0.00 0.401
H 1.074 0.919 -2.381 -0.17 -0.18 0.44 0.399
H 1.313 -1.669 0.106 0.06 2.51 -2.60 0.197
H 0.164 -1.430 -1.446 0.04 0.08 0.31 0.288
H -1.624 0.835 -1.560 0.10 0.26 0.21 0.461
```
Forces are in eV/Å.

The orbital gap comes out at 0.3623 Ha. The calculation puts the energy above the lowest of the compared OMol25 structures with the same formula, charge and spin at 524.6 kJ/mol.

***

DFT (ωB97M-V/def2-TZVPD) results for a molecular structure, C26H21AgF6N3O3PS2.

The geometry in XYZ format:
```
63
Properties=species:S:1:pos:R:3:forces:R:3:mulliken_charge:R:1
Ag 0.840 -1.652 -0.358 -0.08 0.54 -0.02 0.103
C 5.169 -1.660 -0.524 -0.02 0.01 -0.02 -0.630
C 5.514 -0.335 -0.752 -0.03 -0.02 0.00 -0.895
C 4.525 0.624 -0.903 0.04 0.01 0.00 -0.533
C 3.173 0.277 -0.822 -0.05 0.07 -0.02 0.493
C 2.857 -1.057 -0.593 -0.15 -0.13 0.11 -0.230
C 3.829 -2.027 -0.446 0.04 0.02 0.03 -0.167
C 2.090 1.282 -0.960 0.02 -0.10 0.02 1.494
C 2.373 2.663 -1.124 0.03 0.02 0.03 -0.513
C 1.348 3.553 -1.203 0.00 0.05 0.06 -1.230
C 0.015 3.103 -1.110 -0.03 -0.02 -0.02 1.669
C -1.102 3.972 -1.141 0.04 -0.01 0.02 -0.784
C -2.367 3.469 -1.037 -0.01 0.01 0.00 -0.949
C -2.574 2.077 -0.915 -0.03 -0.02 0.04 0.031
C -1.510 1.217 -0.891 0.03 0.00 0.04 0.400
C -0.190 1.710 -0.975 0.03 0.04 -0.01 -0.840
N 0.855 0.833 -0.906 -0.01 -0.04 -0.01 -0.244
H 5.936 -2.416 -0.410 0.01 0.00 0.00 0.439
H 6.555 -0.047 -0.820 0.00 0.00 0.00 0.380
H 4.818 1.648 -1.093 0.01 -0.02 0.00 0.347
H 3.559 -3.061 -0.278 0.00 -0.01 0.01 0.481
H 3.394 3.009 -1.176 -0.01 -0.01 -0.01 0.330
H 1.545 4.613 -1.320 -0.01 -0.01 -0.01 0.432
H -0.931 5.038 -1.244 0.01 0.00 -0.01 0.418
H -3.227 4.126 -1.047 -0.01 -0.01 0.00 0.472
H -3.588 1.708 -0.826 -0.10 0.01 0.02 0.281
H -1.658 0.151 -0.796 -0.02 -0.02 -0.01 0.036
N -1.290 -2.590 -0.107 0.18 -0.31 0.01 -0.322
C -2.588 -1.989 -0.113 0.18 0.17 0.05 -0.284
C -3.076 -1.415 1.059 0.01 0.00 0.01 0.031
C -4.265 -0.708 1.039 -0.03 0.01 -0.08 -0.931
C -4.976 -0.559 -0.148 0.08 0.01 0.08 -0.330
C -4.508 -1.168 -1.300 0.01 0.01 -0.01 -0.535
C -3.315 -1.884 -1.287 -0.03 0.00 -0.03 -0.020
S -6.400 0.532 -0.181 -0.04 -0.05 -0.02 1.303
O -7.038 0.269 -1.460 0.00 0.00 0.00 -0.731
O -5.786 1.857 -0.084 0.10 0.04 -0.04 -0.680
O -7.177 0.164 0.990 0.01 0.01 0.00 -0.723
H -1.092 -2.995 0.803 -0.05 -0.01 -0.02 0.337
H -1.217 -3.368 -0.759 -0.13 0.01 -0.02 0.384
H -2.499 -1.507 1.972 -0.01 -0.01 0.01 0.382
H -4.654 -0.250 1.940 0.00 0.00 0.01 0.388
H -5.085 -1.058 -2.210 0.00 0.00 -0.01 0.466
H -2.937 -2.342 -2.194 0.00 0.01 -0.01 0.391
F 0.960 -4.173 0.564 0.05 -0.10 0.02 -0.396
P 1.223 -5.172 -0.721 0.07 0.09 -0.05 1.243
F 1.075 -6.446 0.228 -0.01 -0.02 0.01 -0.364
F 1.473 -6.074 -2.014 0.00 -0.01 0.00 -0.357
F 2.808 -5.097 -0.430 -0.03 0.00 0.00 -0.351
F -0.375 -5.173 -1.009 -0.03 -0.03 -0.01 -0.407
F 1.347 -3.806 -1.653 -0.01 -0.07 0.03 -0.395
S 0.649 -1.057 2.286 0.11 -0.13 0.06 -0.330
C 1.184 0.533 2.411 -0.06 0.02 0.00 0.198
N 0.271 1.546 2.379 -0.06 -0.03 -0.06 0.054
C 0.556 2.857 2.542 0.00 0.02 -0.07 -0.294
C 1.840 3.252 2.747 0.02 0.01 -0.04 -0.636
C 2.843 2.259 2.756 0.01 0.01 -0.04 -0.181
C 2.531 0.942 2.587 -0.01 -0.04 -0.04 -0.543
H -0.685 1.256 2.202 -0.01 0.03 -0.01 0.211
H -0.283 3.535 2.485 -0.02 -0.01 -0.01 0.407
H 2.073 4.297 2.877 0.00 0.00 0.00 0.419
H 3.878 2.548 2.890 0.00 0.00 0.01 0.411
H 3.286 0.169 2.584 0.00 0.00 0.00 0.395
```
Forces are in eV/Å.

As for the multiplicity: 2. Its total charge is -1. As for the expectation value of S²: 0.757. The orbital gap (alpha / beta) comes out at 0.2541 / 0.2216 Ha. The calculation puts the energy above the lowest of the compared OMol25 structures with the same formula, charge and spin at 0.0 kJ/mol.

***

DFT (ωB97M-V/def2-TZVPD) results for a molecular structure, C2H6N3S2 in a non-equilibrium geometry.

The geometry in XYZ format:
```
13
Properties=species:S:1:pos:R:3:forces:R:3:mulliken_charge:R:1
C -1.404 -0.191 -1.038 -2.76 -1.49 -1.79 -0.250
C 1.819 0.049 0.344 1.55 3.96 2.27 0.399
N 0.006 -0.189 -1.075 0.77 0.59 -1.35 -0.252
N 0.661 -0.092 -0.069 -0.86 -0.62 -0.24 0.140
N -2.096 -0.390 0.180 0.27 0.80 -1.02 -0.440
S 3.080 -0.852 0.980 -0.79 -1.30 -0.34 -0.044
S 2.178 2.281 0.985 0.16 -2.59 -0.91 -0.071
H -1.738 0.756 -1.539 0.63 -0.46 0.25 0.345
H -1.703 -1.013 -1.917 0.65 1.93 2.46 0.313
H -2.043 0.260 0.940 0.11 0.28 -0.07 0.224
H -2.195 -1.323 0.443 -0.23 -1.51 0.66 0.228
H 2.498 -2.088 0.655 0.66 0.98 0.23 0.218
H 0.936 2.792 1.112 -0.18 -0.56 -0.15 0.190
```
Forces are in eV/Å.

Its total charge is +1. The orbital gap comes out at 0.2655 Ha. The calculation puts the energy above the lowest of the compared OMol25 structures with the same formula, charge and spin at 527.9 kJ/mol.

***

DFT (ωB97M-V/def2-TZVPD) results for 2 unconnected molecules or ions with the total composition C3H8N4 in a non-equilibrium geometry.

The geometry in XYZ format:
```
15
Properties=species:S:1:pos:R:3:forces:R:3:mulliken_charge:R:1
C -2.618 -0.142 -0.544 -0.41 -0.93 -0.13 -0.338
C 1.956 -1.214 1.333 2.47 -0.09 2.77 -0.766
C 0.174 1.598 -0.802 2.81 -1.03 -1.01 -0.544
N -1.994 0.658 -1.297 -0.19 1.76 1.41 -0.062
N 0.845 -0.748 0.588 -1.89 0.64 -1.26 0.404
N -0.002 -1.362 0.039 1.68 0.38 1.04 -0.669
N -0.787 0.922 -1.489 -0.13 -2.78 -2.61 -0.379
H -3.680 0.026 -0.545 -0.36 -0.46 0.06 0.269
H -2.156 -1.032 -0.084 -0.17 0.78 0.04 0.329
H 2.122 -0.750 2.426 -1.13 -0.75 -2.47 0.260
H 2.957 -0.983 0.871 -1.30 -0.25 -0.13 0.268
H 1.781 -2.271 1.419 0.61 -0.71 0.35 0.359
H 0.648 2.193 -1.612 0.69 -0.38 0.87 0.251
H -0.172 2.254 -0.113 -1.34 2.14 2.58 0.378
H 0.926 0.850 -0.189 -1.33 1.67 -1.52 0.238
```
Forces are in eV/Å.

The orbital gap (alpha / beta) comes out at 0.3233 / 0.2676 Ha. The calculation puts the energy above the lowest of the compared OMol25 structures with the same formula, charge and spin at 681.8 kJ/mol.